Record 1
C7H12N3O | ωB97M-V/def2-TZVPD

```
23
Properties=species:S:1:pos:R:3:lowdin_charge:R:1
C 1.9449 -1.2370 -1.0080 -0.018
C 0.9238 -0.0571 -0.7918 -0.236
C 1.4976 1.3410 -0.5068 -0.100
C 1.5437 1.4342 1.0573 -0.103
N 0.3885 0.6171 1.4188 0.149
C 0.0562 -0.2264 0.4842 -0.258
N -0.7919 -1.2251 0.5565 0.202
C -1.9938 -1.4715 0.2841 -0.008
C -3.1390 -0.4349 0.0754 -0.156
N -2.7542 0.9145 0.1937 -0.051
O -2.2629 1.4666 -0.7634 0.049
H 2.4900 -1.5545 -0.0417 0.117
H 2.7321 -1.0133 -1.8573 0.135
H 1.4211 -2.0438 -1.3355 0.024
H 0.2144 -0.0534 -1.5781 0.127
H 0.8296 2.1135 -0.8966 0.118
H 2.5380 1.5279 -0.9500 0.151
H 2.4813 0.9412 1.4478 0.146
H 1.5673 2.3843 1.5192 0.113
H 0.2947 0.4454 2.3897 0.168
H -2.4899 -2.4576 0.2367 0.145
H -3.9617 -0.6479 0.9030 0.182
H -3.5298 -0.7633 -0.8371 0.104
```

Properties
charge: +1
structure (SMILES): C[C@@H]1CC[NH+]=C1/N=C\CN=O
relative energy (zero: lowest compared OMol25 entry of this formula, charge and spin): 400.1 kJ/mol
lowest unoccupied orbital energy (alpha / beta): -4.3 / -4.3 eV
HOMO energy (alpha / beta): -13.197 / -13.198 eV

Record 2
C54H45Cl3HfN4O2S2Sb | ωB97M-V/def2-TZVPD

```
112
Properties=species:S:1:pos:R:3:lowdin_charge:R:1
Hf -1.5076 -0.7797 1.1809 1.425
C 1.2323 -2.1248 3.1556 -0.034
C -0.0600 -1.9617 3.8922 -0.286
C -0.0936 -1.8887 5.2917 0.037
C -1.3215 -1.7374 5.9375 -0.005
C -2.4968 -1.6554 5.1895 -0.116
C -2.4334 -1.7222 3.7948 -0.443
N -1.2210 -1.8849 3.1874 -0.065
Sb -4.3165 -1.6562 2.7015 1.602
C -3.6623 -2.9419 1.1349 -0.425
C -4.3909 -4.0823 0.7887 -0.062
C -3.9265 -4.8990 -0.2452 0.010
C -2.7467 -4.5688 -0.9169 0.043
C -2.0435 -3.4155 -0.5399 -0.240
C -0.7753 -3.0169 -1.2271 -0.261
N -2.5205 -2.6400 0.4704 -0.096
C -4.2749 0.1487 1.4810 -0.453
C -5.2417 1.1245 1.7412 -0.104
C -5.2835 2.2795 0.9590 -0.015
C -4.3656 2.4520 -0.0782 0.035
C -3.4121 1.4539 -0.3230 -0.188
C -2.4087 1.5936 -1.4240 -0.202
N -3.3973 0.3351 0.4512 -0.053
H 2.0957 -2.1752 3.8529 0.134
H 1.3786 -1.2615 2.4732 -0.091
H 1.2030 -3.0594 2.5575 0.120
H 0.8156 -1.9524 5.8758 0.133
H -1.3633 -1.6874 7.0178 0.130
H -3.4502 -1.5466 5.6896 0.099
H -5.3035 -4.3316 1.3133 0.111
H -4.4791 -5.7861 -0.5257 0.132
H -2.3882 -5.2028 -1.7181 0.140
H -0.5018 -3.7354 -2.0285 0.126
H 0.0504 -2.9807 -0.4853 0.088
H -0.9006 -2.0104 -1.6788 -0.203
H -5.9584 0.9854 2.5401 0.103
H -6.0299 3.0388 1.1547 0.129
H -4.4017 3.3495 -0.6825 0.131
H -2.5374 2.5503 -1.9738 0.130
H -2.5246 0.7535 -2.1401 0.119
H -1.3854 1.5669 -0.9948 0.019
C 6.8199 1.0299 3.0271 -0.028
C 5.3835 0.7478 2.7008 -0.245
C 4.3527 1.4667 3.3153 0.002
C 3.0178 1.1961 3.0029 -0.029
C 2.6962 0.2107 2.0636 -0.319
C 3.7232 -0.5430 1.4883 -0.056
C 5.0579 -0.2716 1.7990 -0.006
S 0.9777 -0.1413 1.6019 0.917
O 0.2164 -0.0650 2.8953 -0.551
C 0.7155 1.4762 0.7796 -0.275
C 0.0942 2.5064 1.4938 -0.091
C -0.1839 3.7250 0.8814 0.021
C 0.1199 3.9373 -0.4675 -0.168
C -0.1911 5.1700 -1.0656 0.004
C 0.0787 5.4054 -2.4119 -0.035
C 0.6581 4.4066 -3.1802 -0.035
C 0.9724 3.1764 -2.5981 0.006
C 0.7262 2.9056 -1.2283 -0.121
C 1.0445 1.6601 -0.5895 -0.138
C 1.6990 0.5589 -1.3507 -0.102
C 3.1071 0.6485 -1.6500 -0.110
C 3.9269 1.7510 -1.2949 0.005
C 5.2904 1.7971 -1.5956 -0.038
C 5.8864 0.7371 -2.2603 -0.037
C 5.1193 -0.3693 -2.6141 0.005
C 3.7481 -0.4279 -2.3122 -0.173
C 3.0206 -1.5706 -2.6426 0.024
C 1.6662 -1.6674 -2.3357 -0.038
C 0.9774 -0.6066 -1.7244 -0.174
S -0.8111 -0.8724 -1.3285 0.982
O -1.4326 0.4776 -1.1365 -0.533
C -1.2622 -1.3106 -3.0342 -0.262
C -1.5758 -2.6373 -3.3474 -0.069
C -1.8541 -2.9987 -4.6682 0.033
C -1.8408 -2.0360 -5.6851 -0.231
C -2.0967 -2.4199 -7.1129 -0.024
C -1.5541 -0.7041 -5.3618 0.013
C -1.2755 -0.3410 -4.0430 -0.018
H 6.9278 1.9740 3.5714 0.089
H 7.4093 1.1124 2.1079 0.092
H 7.2297 0.2260 3.6463 0.101
H 4.5784 2.2451 4.0407 0.128
H 2.2309 1.7604 3.4971 0.113
H 3.4978 -1.3361 0.7805 0.124
H 5.8433 -0.8548 1.3232 0.132
H -0.1952 2.3595 2.5321 0.031
H -0.6698 4.5023 1.4677 0.124
H -0.6587 5.9609 -0.4824 0.127
H -0.1726 6.3633 -2.8586 0.124
H 0.8643 4.5769 -4.2334 0.122
H 1.4168 2.4181 -3.2394 0.122
H 3.5103 2.6019 -0.7581 0.124
H 5.8795 2.6621 -1.3021 0.122
H 6.9465 0.7665 -2.4965 0.124
H 5.6079 -1.1970 -3.1251 0.128
H 3.5056 -2.4126 -3.1339 0.137
H 1.1575 -2.5945 -2.5878 0.113
H -1.5916 -3.3999 -2.5730 0.037
H -2.0792 -4.0378 -4.8987 0.131
H -2.4788 -3.4430 -7.1903 0.089
H -1.1674 -2.3575 -7.6885 0.103
H -2.8415 -1.7536 -7.5598 0.099
H -1.5431 0.0600 -6.1363 0.136
H -1.0582 0.6987 -3.8051 0.123
Cl -2.8651 1.9779 5.9614 0.679
C -2.1363 2.6828 4.5007 -1.551
Cl -3.2115 3.9413 3.8509 0.672
Cl -0.5634 3.4028 4.9125 0.695
C -1.9462 1.6359 3.4959 -0.259
N -1.7958 0.8076 2.7016 0.100
H -0.3017 -2.2842 0.8186 0.008
```

Properties
charge: +3
relative energy (zero: lowest compared OMol25 entry of this formula, charge and spin): 197.6 kJ/mol
lowest unoccupied orbital energy (alpha / beta): -8.4 / -8.4 eV
HOMO energy (alpha / beta): -13.095 / -12.893 eV

Record 3
C2H5F2N3O2P2 | ωB97M-V/def2-TZVPD

```
16
Properties=species:S:1:pos:R:3:lowdin_charge:R:1
C -0.8336 -2.2903 2.0399 0.140
C -0.6268 -1.1025 1.9359 -0.316
N 0.1551 -2.2368 -1.3647 -0.132
N -0.5656 2.4302 0.2726 -0.112
N 1.2070 0.0312 -0.0809 -0.135
O -0.9798 0.1831 -0.7129 -0.309
O -0.4753 0.1732 1.9195 -0.101
F 0.5853 0.2322 -2.7870 -0.190
F -1.6260 2.6471 -2.2406 -0.084
P 0.2761 -0.6681 -1.3846 0.617
P -0.1384 0.9015 0.5003 0.591
H -0.7788 -3.3507 2.1601 0.041
H 0.2095 -2.4533 -2.3685 -0.007
H -0.0352 3.0339 0.8350 -0.022
H 2.1809 0.1774 0.0538 0.073
H -1.1921 2.4570 -1.4706 -0.055
```

Properties
relative energy (zero: lowest compared OMol25 entry of this formula, charge and spin): 349.5 kJ/mol
lowest unoccupied orbital energy: -0.3 eV
HOMO energy: -10.372 eV